#one
The following is a quantum chemistry calculation of a 3-piece molecular cluster, C4H12N2O2 overall, from the Open Molecules 2025 dataset.

Geometry as XYZ:
```
20
Properties=species:S:1:pos:R:3:mulliken_charge:R:1
O -1.5327 0.5545 -0.6754 -0.613
O -0.6359 -1.3714 1.4355 -0.510
N 0.2179 -2.3977 -1.4391 -0.493
N -1.2902 -0.6409 -1.1060 0.102
C -0.0663 -1.0479 -1.3660 -0.201
C 0.2616 2.4481 -0.1728 -1.046
C 0.5179 -0.6175 1.1623 -0.699
C 0.3166 1.4189 0.9231 -0.404
H -0.4480 1.5360 1.6848 0.267
H 0.9043 2.1786 -1.0116 0.223
H -0.7447 2.6096 -0.5470 0.291
H 1.2955 -1.1960 0.6616 0.375
H 1.2896 1.4738 1.4034 0.382
H -1.9394 -1.3624 -0.7743 0.282
H -0.1627 -2.9480 -0.6751 0.271
H 0.6256 -0.3287 -1.7705 0.368
H 1.1866 -2.6152 -1.6156 0.275
H -1.3676 -0.7482 1.5467 0.383
H 0.9826 -0.3607 2.1151 0.377
H 0.5893 3.4151 0.2210 0.370
```

Properties
- E_HOMO (spin up / spin down): -7.685 / -7.684 eV
- Charge: 0
- Lowest unoccupied orbital energy (spin up / spin down): 0.78 / 0.78 eV
- Molar mass: 120.2 g mol⁻¹

***

#two
The following is a quantum chemistry calculation of a 3-piece molecular cluster, C4H12N2O2 overall, from the Open Molecules 2025 dataset.

Geometry as XYZ:
```
20
Properties=species:S:1:pos:R:3:mulliken_charge:R:1
O -1.6433 0.8777 -0.2434 -0.404
O 2.0151 -0.6745 0.5508 -0.308
N 0.0069 -0.2617 -0.6816 -0.475
N 2.9751 -0.2605 -0.2842 -0.412
C -0.3498 -0.6149 1.7308 -1.647
C 0.5875 0.5365 -1.6984 -0.780
C 0.0865 0.2031 0.5718 0.976
C -2.7999 0.1048 -0.1115 -0.635
H -1.0700 -0.0554 2.3297 0.344
H -2.9124 -0.3484 0.8843 0.243
H 0.4638 1.2040 0.7687 0.365
H -0.7908 -1.5512 1.3953 0.364
H 3.5692 0.4665 0.1096 0.223
H 0.5202 -0.8337 2.3521 0.413
H -2.8578 -0.6935 -0.8622 0.255
H 0.5126 1.6133 -1.5160 0.317
H 3.5060 -1.0357 -0.6744 0.220
H 1.6768 0.2823 -1.6883 0.387
H 0.1685 0.2734 -2.6679 0.290
H -3.6642 0.7679 -0.2652 0.265
```

Properties
- E_HOMO (spin up / spin down): -8.503 / -8.078 eV
- Charge: 0
- Lowest unoccupied orbital energy (spin up / spin down): 0.26 / -0.25 eV
- Molar mass: 120.2 g mol⁻¹

***

Energies relative to the most stable structure are #one 0.0; #two 28.4, reported in kcal/mol.

***

#one
The following is a quantum chemistry calculation of C4H12N2O2 as an isolated structure, from the Open Molecules 2025 dataset.

Geometry as XYZ:
```
20
Properties=species:S:1:pos:R:3:mulliken_charge:R:1
O -0.5819 0.4204 2.5785 -0.745
O -1.6557 0.8636 -1.3621 -0.732
N 1.8580 -1.0403 -0.7013 -0.359
N -1.5207 -0.9728 0.5948 -0.225
C 0.9906 -1.1014 0.2842 0.353
C -0.4058 -1.6690 0.0181 -0.885
C 1.2635 0.2582 -1.1573 -0.448
C 1.0041 1.5099 -0.2242 -0.919
H 0.1386 1.3874 0.4328 0.238
H -2.2894 1.5178 -1.6781 0.169
H 1.8611 0.7114 -1.9545 0.425
H 1.8427 1.8889 0.3237 0.377
H -0.4011 -2.7192 0.2980 0.357
H -1.5490 -0.1988 -0.1344 0.321
H -0.9058 0.3960 3.4894 0.206
H -1.2288 -0.5914 1.5360 0.436
H 0.2956 0.0724 -1.6609 0.295
H -0.4989 -1.7033 -1.0959 0.445
H 0.4847 2.2291 -0.9177 0.327
H 1.2981 -1.2589 1.3309 0.364
```

Properties
- E_HOMO: -8.861 eV
- Charge: 0
- Lowest unoccupied orbital energy: -4.53 eV
- Molar mass: 120.2 g mol⁻¹

***

#two
The following is a quantum chemistry calculation of a 2-piece molecular cluster, C4H12N2O2 overall, from the Open Molecules 2025 dataset.

Geometry as XYZ:
```
20
Properties=species:S:1:pos:R:3:mulliken_charge:R:1
O -0.3222 2.4615 0.6161 -0.548
O 2.6972 1.8115 1.0863 -0.657
N -0.4150 -1.8181 1.3764 -0.642
N 0.1245 0.6706 -0.7948 -0.073
C -0.5635 -0.3974 -1.6536 -0.814
C -0.6771 1.4512 0.0380 0.023
C -0.1494 -1.8215 -1.0923 -0.570
C -1.1060 -2.1675 0.0675 -0.301
H 2.4710 0.8794 1.1312 0.304
H -2.0736 -1.6443 0.1872 0.281
H 1.8376 2.0991 0.6849 0.344
H -0.5045 -0.8434 1.6150 0.178
H 0.8836 -1.8466 -0.6051 0.316
H -0.7260 -2.3354 2.2225 0.216
H -1.6390 -0.3596 -1.8013 0.426
H -1.3498 -3.2801 -0.0355 0.314
H 1.0974 0.6052 -0.7151 0.197
H -0.0626 -2.5546 -1.9159 0.395
H -1.7279 1.1689 0.1250 0.343
H -0.1963 -0.4285 -2.7418 0.268
```

Properties
- E_HOMO: -9.611 eV
- Charge: 0
- Lowest unoccupied orbital energy: 0.79 eV
- SMILES: NCCCNC=O.O
- Molar mass: 120.2 g mol⁻¹

***

Energies relative to the most stable structure are #one 229.8; #two 0.0, reported in kcal/mol.

***

#one
The following is a quantum chemistry calculation of a 2-piece molecular cluster, C6H11NO2 overall, from the Open Molecules 2025 dataset.

Geometry as XYZ:
```
20
Properties=species:S:1:pos:R:3:mulliken_charge:R:1
O -0.6485 -2.2349 -3.1318 -0.480
O -0.4200 -1.0014 0.2832 -0.335
N 1.7062 -0.8729 -1.4645 -0.407
C -1.0905 0.2450 0.1965 -0.535
C -0.0906 -1.6836 -0.9438 -0.088
C -0.7816 -1.4679 -2.2028 -0.062
C 2.3065 -0.8470 -0.3879 -0.209
C 0.0687 2.2103 1.3478 -1.269
C -0.8512 0.9637 1.5466 -0.397
H 0.2713 -2.7125 -0.7795 0.461
H 0.1438 2.8037 2.2455 0.381
H -0.3474 0.1517 2.1617 0.263
H 3.3581 -0.5064 -0.1638 0.300
H 1.0541 1.9453 1.1227 0.307
H -1.4716 -0.6941 -2.1265 0.409
H -2.0575 -0.0161 -0.0380 0.443
H 1.7641 -1.3079 0.5417 0.181
H -0.4369 2.7386 0.5300 0.347
H -1.7541 1.3432 1.9058 0.342
H -0.7227 0.9433 -0.6431 0.348
```

Properties
- E_HOMO (spin up / spin down): -8.881 / -8.880 eV
- Charge: 0
- Lowest unoccupied orbital energy (spin up / spin down): -0.22 / -0.22 eV
- Molar mass: 129.2 g mol⁻¹

***

#two
The following is a quantum chemistry calculation of a 2-piece molecular cluster, C6H11NO2 overall, from the Open Molecules 2025 dataset.

Geometry as XYZ:
```
20
Properties=species:S:1:pos:R:3:mulliken_charge:R:1
O 1.4808 -1.2584 -1.7675 -0.502
O -1.4450 -3.0534 -1.2041 -0.652
N -0.3729 0.0440 -1.1336 -0.051
C 1.4231 1.2244 0.4670 -0.410
C 0.3691 -0.8240 -2.0179 -0.036
C 0.6287 1.1532 1.7981 -0.485
C 0.2790 -0.3153 1.4391 -0.421
C 0.0888 0.5105 0.1388 -0.281
C -0.6259 1.5802 0.9885 -0.448
H -0.6314 2.6019 0.5836 0.273
H -2.1633 -3.0688 -1.8523 0.320
H 1.5634 2.2222 0.0284 0.267
H -1.2487 0.4157 -1.4821 0.241
H -1.4275 -2.0813 -0.8595 0.319
H -1.6041 1.3007 1.4043 0.279
H 1.1055 -1.0386 1.4435 0.243
H -0.0639 -0.8300 -3.0375 0.344
H 0.9439 1.5334 2.7749 0.481
H 2.3336 0.6151 0.3989 0.243
H -0.6333 -0.7315 1.8891 0.275
```

Properties
- E_HOMO: -9.750 eV
- Charge: 0
- Lowest unoccupied orbital energy: 0.58 eV
- Molar mass: 129.2 g mol⁻¹

***

Energies relative to the most stable structure are #one 53.7; #two 0.0, reported in kcal/mol.

***

#one
The following is a quantum chemistry calculation of one molecule with the formula C6H11NO2, from the Open Molecules 2025 dataset.

Geometry as XYZ:
```
20
Properties=species:S:1:pos:R:3:mulliken_charge:R:1
O -1.5330 -2.7067 0.2101 -0.557
O 2.4496 1.7018 0.4401 -0.634
N 0.3128 2.0764 1.0217 -0.319
C 1.2837 1.3915 0.3724 0.020
C 0.7662 0.2537 -0.5094 0.866
C 0.0014 -0.7846 0.2828 0.542
C 0.1957 -0.9656 1.5807 -1.378
C -0.9374 -1.6627 -0.5142 -0.537
C -0.0148 0.8786 -1.6723 -1.518
H -2.0321 -2.3319 0.9440 0.324
H 0.8871 -0.3631 2.1433 0.285
H -0.2289 0.1402 -2.4401 0.376
H 0.5840 1.6685 -2.1209 0.423
H -0.3739 -2.1504 -1.3157 0.302
H -0.2946 -1.7541 2.1263 0.366
H 1.6540 -0.2384 -0.9251 0.321
H -1.7156 -1.0380 -0.9808 0.305
H -0.9519 1.3145 -1.3320 0.346
H -0.6339 1.7444 1.0518 0.226
H 0.5816 2.8258 1.6373 0.238
```

Properties
- E_HOMO: -9.720 eV
- Charge: 0
- Lowest unoccupied orbital energy: 0.64 eV
- SMILES: C=C(CO)[C@@H](C)C(N)=O
- Molar mass: 129.2 g mol⁻¹

***

#two
The following is a quantum chemistry calculation of C6H11NO2 as an isolated structure, from the Open Molecules 2025 dataset.

Geometry as XYZ:
```
20
Properties=species:S:1:pos:R:3:mulliken_charge:R:1
O -1.9975 -0.2554 -0.3680 -0.513
O -1.8123 1.7822 -1.5975 -0.669
N 0.0888 -0.1643 -1.8116 -0.596
C -0.8152 0.3313 0.2719 0.763
C 0.4400 -0.3726 -0.1159 1.374
C 0.4766 -1.8568 0.1480 -1.568
C -1.0429 1.0187 1.5813 -1.363
C -1.3887 0.7935 -1.0510 0.347
C 1.7100 0.3694 0.2217 -1.707
H 0.5126 0.6460 -2.2506 0.289
H -0.4084 -0.8786 -2.3367 0.283
H 1.9303 0.2594 1.2849 0.385
H -0.1972 1.6559 1.8384 0.314
H 0.6713 -2.0193 1.2108 0.359
H 1.6168 1.4331 0.0085 0.431
H 1.2612 -2.3219 -0.4460 0.380
H -1.1787 0.2857 2.3783 0.307
H -0.4767 -2.3163 -0.1011 0.396
H 2.5349 -0.0425 -0.3570 0.394
H -1.9251 1.6525 1.4917 0.395
```

Properties
- E_HOMO: -8.370 eV
- Charge: 0
- Lowest unoccupied orbital energy: 0.65 eV
- Molar mass: 129.2 g mol⁻¹

***

Energies relative to the most stable structure are #one 0.0; #two 53.2, reported in kcal/mol.